1.
DFT (the ωB97M-V functional and the def2-TZVPD basis) results for a structure of composition C29H26BrIN2O4STi.

## Properties
Strongest force on any atom in eV/A: 0.64
E in eV: -153760.803
Energy relative to the best compared isomer or geometry (same formula, charge and spin) in eV: 0.0000

Structure (ORCA input):
```
! wB97M-V def2-TZVPD RIJCOSX def2/J DEFGRID3
* xyz 0 3
C 4.4496 2.8374 0.8730
O 0.7656 -1.8766 0.4965
H 4.9300 3.7431 1.2192
H 0.9147 -2.5901 -3.3691
H 0.3218 2.8663 -4.0459
S 1.9074 3.7166 1.7320
O -0.7739 -0.8177 2.4999
H 0.8560 1.4643 -2.0528
H -0.4800 4.7333 2.5712
H -1.5874 -3.0287 1.3728
C 0.6537 2.5593 1.3850
C -0.3851 -0.0639 3.6404
Ti -0.4849 0.0187 0.3340
H -2.1478 -1.9576 3.5376
C 0.7779 -1.9932 -0.7560
O 0.2616 -1.1075 -1.4923
C -0.7496 2.7681 1.6925
H 6.2492 1.9550 0.1359
C -2.3840 1.5401 -1.7279
C 2.5769 -5.4186 -2.5460
C -1.7963 2.7868 -3.6806
H -3.1126 1.1612 -1.0235
C 2.6074 -5.2732 -1.1663
C -2.9703 1.9608 1.6122
N -1.1054 1.2687 -1.4751
H 1.9553 -4.5873 -4.4269
C -2.7654 2.2911 -2.8263
C -2.3408 -2.2370 1.4353
C -0.4707 2.5005 -3.4084
H -2.4299 -1.5745 -1.7740
C 1.4111 -3.1957 -1.3844
C 2.0213 -4.1570 -0.5889
C -1.6204 1.7167 1.3279
C 2.4460 1.4868 0.5853
N 1.0728 1.4503 0.7964
H -3.5841 -2.6016 -0.8698
H 3.0847 -6.0229 -0.5503
C -2.5591 -2.2236 -0.9121
C 5.1821 1.8339 0.2664
C -2.0780 -1.3545 2.6249
H -4.4854 3.2619 2.4163
H -1.8609 -3.0617 -0.9926
H -0.3593 -0.7157 4.5182
H -2.8754 5.0376 3.0436
H -2.0763 3.3837 -4.5382
H 5.1470 -0.1111 -0.6470
C -2.5278 4.1272 2.5721
C 1.9714 -4.4645 -3.3526
C -1.1837 3.9504 2.3055
C 4.5567 0.6650 -0.1775
C 1.3901 -3.3516 -2.7656
Br -4.5925 2.6255 -3.1246
H -2.8103 -0.5421 2.6783
H 2.7111 -0.4269 -0.3519
C -3.4281 3.1262 2.2182
C 3.0811 2.6510 1.0254
O -2.2818 -1.4480 0.2480
H -3.3359 -2.6859 1.5241
H 0.6112 0.3228 3.4406
I 3.4538 -7.0932 -3.4235
H -1.0735 0.7678 3.8087
C 3.1963 0.4804 -0.0228
C -0.1639 1.7311 -2.2976
H -3.7158 1.2101 1.3491
H 2.0325 -4.0180 0.4839
*
```

2.
DFT (the ωB97M-V functional and the def2-TZVPD basis) results for a structure of composition C34H37N5Pr.

## Properties
Strongest force on any atom in eV/A: 3.07
E in eV: -57376.704

Structure (ORCA input):
```
! wB97M-V def2-TZVPD RIJCOSX def2/J DEFGRID3
* xyz -1 3
H 0.4626 5.2609 -2.0658
C 1.5158 3.3306 -0.0583
H -4.0815 2.0769 1.7760
N -1.4418 -2.4937 2.0706
H 1.9753 0.7961 1.6814
C -3.8220 -1.8549 1.6947
H -4.7551 -1.7625 3.6666
H 3.3128 0.2203 -0.4595
N -2.3622 -7.5816 0.5918
C -0.0919 -3.9702 -0.8182
C -0.7996 -4.8055 2.2069
H 3.1615 -1.6741 0.6820
C 5.7323 4.1243 -0.3704
C 1.1298 4.4296 -2.3244
H -0.6201 5.1043 -0.2937
N 0.1265 3.0931 0.0592
H 1.7739 4.7725 -3.1444
H 2.6609 1.9504 2.8201
C 3.3790 4.2825 -1.2636
C 0.3718 -0.5120 -2.1076
H -3.0413 3.7949 -0.3704
H 0.3489 0.3490 -4.0791
C -2.6686 1.0341 -0.3249
C 2.7468 0.2412 -1.4007
H -0.0342 -4.5842 -1.7285
H -1.9964 -1.3131 -3.3122
H -0.0330 -5.5562 2.4062
C 2.5516 -2.4731 0.2440
C 1.5710 -0.6611 -1.3445
H 2.1064 -3.0419 1.0720
H -1.8764 -3.0016 -2.7723
C 0.0569 0.5978 -3.0429
C 2.0068 4.0199 -1.1853
H -4.9827 0.7308 3.7064
H 6.0543 4.2705 -1.4078
H 2.4279 1.2774 -1.5747
C -0.4151 1.8643 0.2552
C -0.4207 -1.6818 -1.9136
C 1.9489 1.8642 1.9841
N -3.1148 -1.0014 0.7631
N -1.7660 2.0650 -0.0647
H 0.5187 3.6084 -2.7263
H 0.5352 -4.4395 -0.0559
C -2.8320 -2.9653 2.1614
C -2.0423 3.4406 -0.2010
C -2.0218 -5.1829 1.5889
C -4.3835 -1.1412 2.8496
H 3.7565 4.8614 -2.1124
C 2.4005 2.7666 0.8805
C -0.8604 4.0647 -0.1444
C 0.3097 -2.5683 -1.0704
H -1.0179 0.8294 -3.0490
C -4.0134 0.9935 1.8137
H 5.9740 5.0428 0.1844
C -3.3318 0.3341 0.7587
H 0.5950 1.5112 -2.7637
H 0.4415 -3.1046 2.7405
H -1.1328 -4.0289 -0.4713
C -3.0085 -4.2424 1.4477
H -4.6384 -2.3770 1.1600
C 3.7630 3.0493 0.7599
H 4.4563 2.6642 1.5122
C -1.7821 -1.9544 -2.4504
H 3.4464 -0.0348 -2.2102
C -4.4985 0.2259 2.8705
Pr -0.7499 -0.5863 0.5392
C 4.2667 3.8043 -0.3006
H -3.9565 -4.4203 0.9347
H 3.2406 -3.1559 -0.2782
C -2.2162 -6.5183 1.0560
H -2.9232 0.8292 -1.3715
C -0.5427 -3.4436 2.3789
H -3.0544 -3.1593 3.2414
C 1.5102 -1.9123 -0.6585
H -2.5771 -1.7870 -1.7005
H 6.3217 3.3113 0.0703
H 0.9487 2.1035 2.3631
*
```

3.
DFT (the ωB97M-V functional and the def2-TZVPD basis) results for the molecule C5H7NO.

## Properties
Strongest force on any atom in eV/A: 0.53
SMILES: CN1C=C=C[C@@H]1O
E in eV: -8832.463
Energy relative to the best compared isomer or geometry (same formula, charge and spin) in eV: 3.7400

Structure (ORCA input):
```
! wB97M-V def2-TZVPD RIJCOSX def2/J DEFGRID3
* xyz 0 1
H 1.4414 -0.1479 -2.0859
H -1.8631 0.7315 2.0708
N 0.0819 -0.0313 -0.5081
C -0.7233 0.9099 -0.9503
C -1.7234 1.4228 -0.0149
H -0.8035 -1.2817 0.8935
C -0.2890 -0.3124 0.8933
H 0.8259 -1.7217 -1.5179
H -0.5972 1.2246 -1.9902
H 1.0119 0.4336 2.1113
H 2.0045 -0.8219 -0.5326
O 0.8292 -0.4328 1.7231
C 1.1475 -0.7235 -1.2044
C -1.3427 0.7508 1.1124
*
```